Here is a structure of composition C4H10NO at a distorted geometry from the Open Molecules 2025 dataset. Energies are from ωB97M-V with the def2-TZVPD basis set.

Computed properties:
Multiplicity = 1
Frontier orbital gap = 10.7 eV
Charge = +1
E_tot = -288.0316 Ha

Cartesian coordinates (Å):
O: -0.70 0.85 -1.14
H: -1.10 0.48 2.15
H: -1.78 -1.06 -1.35
N: 1.78 -0.62 -0.88
H: 1.39 -0.81 1.24
H: 2.61 -1.32 -0.76
H: -2.65 0.55 -0.76
C: -0.63 0.39 0.13
H: 0.53 -1.98 0.20
H: -1.32 2.09 1.06
C: -0.67 1.21 1.40
H: 1.23 -0.97 -1.66
H: 1.98 0.41 -0.80
H: 0.21 1.70 1.70
C: -1.71 -0.01 -0.85
C: 0.81 -0.91 0.30

Here is a cluster of 2 separate species, C4H10NO in total at a distorted geometry from the Open Molecules 2025 dataset. Energies are from ωB97M-V with the def2-TZVPD basis set.

Computed properties:
Multiplicity = 3
Frontier orbital gap (spin up / spin down) = 6.7 / 9.1 eV
Charge = +1
E_tot = -287.8882 Ha

Cartesian coordinates (Å):
O: -1.03 -1.51 -0.08
C: 0.99 0.46 0.51
N: 1.58 0.27 -0.80
C: -1.26 -0.24 0.36
H: 1.03 1.44 0.98
H: 2.28 0.85 -1.23
C: -1.98 0.87 -0.26
H: 1.72 -1.77 0.35
C: 1.92 -0.66 0.33
H: -2.29 0.74 -1.27
H: 1.03 -0.16 -1.55
H: -1.35 -0.24 1.51
H: 2.83 -0.62 0.78
H: -1.16 -2.25 0.47
H: -1.50 1.83 -0.44
H: -2.82 0.99 0.35

Here is a structure of composition C4H10NO2 at a distorted geometry from the Open Molecules 2025 dataset. Energies are from ωB97M-V with the def2-TZVPD basis set.

Computed properties:
Multiplicity = 1
Frontier orbital gap = 8.0 eV
Charge = -1
E_tot = -363.5731 Ha

Cartesian coordinates (Å):
C: 0.68 -1.35 -0.20
N: -0.50 -1.16 -1.05
C: -1.78 -0.52 -0.58
O: 0.26 1.68 1.13
C: 1.30 0.75 1.20
H: 1.63 0.54 -0.93
H: -0.24 -0.72 -1.89
C: 1.66 -0.19 -0.16
O: -1.72 0.82 -0.41
H: 1.14 -2.36 -0.74
H: 1.09 0.19 2.14
H: -0.68 1.21 0.19
H: 2.37 1.19 1.46
H: 2.80 -0.59 -0.15
H: 0.52 -1.75 0.84
H: -2.44 -0.92 -1.33
H: -2.15 -0.89 0.40

Here is the ion C4H10NO2 with charge +1 at a distorted geometry from the Open Molecules 2025 dataset. Energies are from ωB97M-V with the def2-TZVPD basis set.

Computed properties:
Multiplicity = 1
Frontier orbital gap = 9.4 eV
Charge = +1
E_tot = -363.2366 Ha

Cartesian coordinates (Å):
N: 0.62 0.46 0.05
H: 1.04 1.40 -0.25
H: -2.30 1.40 0.50
H: 0.21 -0.48 2.05
H: 1.93 0.26 1.93
O: -1.40 -1.28 -0.12
H: 0.76 -1.57 -0.49
C: 0.87 0.29 1.53
H: 1.26 -0.57 -1.83
C: -1.43 -0.44 -1.15
C: -0.76 0.59 -0.24
O: -1.37 1.23 0.65
H: -0.79 -0.80 -1.92
H: 0.18 1.05 1.92
H: 2.25 -0.74 -0.36
H: -2.33 -0.15 -1.53
C: 1.25 -0.67 -0.74

Q: What is the formula in the second record?
A: C4H10NO